1.
The following is a DFT calculation (ωB97M-V with the def2-TZVPD basis set) of a cluster of 6 separate species, C60H70BF4N10 in total in a non-equilibrium geometry.

Geometry (Å):
B  0.67  -2.53  -0.66
F  1.74  -1.74  -1.02
F  0.98  -3.13  0.55
F  -0.43  -1.61  -0.67
F  0.50  -3.50  -1.59
C  -0.92  13.59  -9.01
N  -1.67  12.48  -8.38
C  -1.03  11.31  -8.28
C  -1.63  10.21  -7.78
C  -2.89  10.33  -7.23
C  -3.55  11.57  -7.31
C  -2.91  12.59  -7.90
C  -3.51  9.11  -6.68
C  -3.01  8.49  -5.51
C  -3.73  7.41  -5.00
N  -4.88  6.99  -5.63
C  -5.36  7.63  -6.68
C  -4.78  8.78  -7.15
C  -5.52  5.75  -5.05
H  -0.30  13.27  -9.90
H  -0.27  14.08  -8.26
H  -1.65  14.35  -9.29
H  -0.04  11.29  -8.70
H  -1.14  9.25  -7.76
H  -4.52  11.76  -6.93
H  -3.39  13.48  -8.03
H  -2.05  8.70  -5.02
H  -3.46  6.78  -4.20
H  -6.23  7.23  -7.19
H  -5.33  9.28  -7.94
H  -4.96  4.87  -5.41
H  -6.59  5.77  -5.19
H  -5.40  5.89  -3.99
C  2.35  -5.34  2.93
N  3.74  -5.75  2.59
C  4.47  -5.23  1.55
C  5.77  -5.64  1.34
C  6.35  -6.62  2.14
C  5.56  -7.13  3.18
C  4.23  -6.68  3.35
C  7.77  -7.03  2.11
C  8.04  -8.42  2.31
C  9.35  -8.87  2.25
N  10.34  -8.05  1.94
C  10.11  -6.77  1.66
C  8.87  -6.16  1.72
C  11.75  -8.55  2.16
H  2.27  -4.87  3.90
H  1.68  -6.23  2.86
H  2.04  -4.67  2.16
H  3.94  -4.59  0.92
H  6.22  -5.22  0.45
H  5.99  -7.87  3.82
H  3.63  -7.11  4.14
H  7.30  -9.16  2.57
H  9.61  -9.90  2.43
H  10.99  -6.12  1.45
H  8.79  -5.15  1.40
H  12.36  -7.92  1.53
H  11.84  -9.61  1.81
H  11.99  -8.43  3.20
C  -7.88  -5.22  13.96
N  -7.88  -4.39  12.73
C  -8.98  -4.18  12.00
C  -8.89  -3.49  10.83
C  -7.72  -3.01  10.35
C  -6.62  -3.23  11.10
C  -6.64  -3.94  12.31
C  -7.61  -2.29  9.04
C  -7.90  -3.12  7.94
C  -7.72  -2.60  6.64
N  -7.17  -1.41  6.47
C  -6.96  -0.57  7.51
C  -7.16  -0.97  8.81
C  -6.80  -0.84  5.09
H  -7.62  -6.21  13.66
H  -8.88  -5.25  14.37
H  -7.16  -4.82  14.65
H  -9.87  -4.61  12.42
H  -9.81  -3.30  10.32
H  -5.65  -2.93  10.68
H  -5.75  -4.12  12.91
H  -8.29  -4.20  8.03
H  -8.01  -3.20  5.78
H  -6.52  0.40  7.38
H  -6.95  -0.26  9.70
H  -7.48  0.03  4.91
H  -7.12  -1.52  4.34
H  -5.78  -0.53  5.13
C  5.04  5.40  7.59
N  5.52  5.45  6.20
C  4.71  5.14  5.13
C  5.27  5.18  3.87
C  6.64  5.45  3.69
C  7.44  5.67  4.85
C  6.85  5.67  6.07
C  7.24  5.36  2.34
C  6.82  4.51  1.35
C  7.43  4.47  0.13
N  8.50  5.26  -0.16
C  8.90  6.16  0.77
C  8.31  6.16  2.03
C  9.01  5.28  -1.57
H  5.91  5.19  8.20
H  4.38  4.54  7.55
H  4.53  6.32  7.92
H  3.71  4.88  5.40
H  4.56  5.09  3.10
H  8.50  5.65  4.78
H  7.48  5.68  6.93
H  6.08  3.78  1.56
H  7.02  3.88  -0.68
H  9.71  6.76  0.54
H  8.65  6.83  2.80
H  8.19  5.53  -2.30
H  9.48  4.32  -1.74
H  9.76  6.09  -1.70
C  0.46  -3.57  -4.83
N  -0.74  -4.10  -5.62
C  -1.96  -3.62  -5.38
C  -2.97  -3.99  -6.23
C  -2.76  -4.87  -7.32
C  -1.51  -5.38  -7.49
C  -0.53  -5.02  -6.57
C  -3.92  -5.15  -8.25
C  -3.86  -4.73  -9.59
C  -5.00  -4.95  -10.34
N  -6.08  -5.64  -9.97
C  -6.13  -6.10  -8.74
C  -5.10  -5.80  -7.87
C  -7.16  -5.84  -10.93
H  0.13  -3.55  -3.77
H  0.52  -2.50  -5.14
H  1.32  -4.11  -5.17
H  -2.07  -2.96  -4.59
H  -3.95  -3.66  -5.92
H  -1.42  -6.16  -8.21
H  0.45  -5.44  -6.63
H  -3.01  -4.28  -10.09
H  -4.98  -4.68  -11.44
H  -7.03  -6.61  -8.39
H  -5.30  -6.21  -6.87
H  -6.79  -5.52  -11.90
H  -8.03  -5.20  -10.65
H  -7.49  -6.88  -10.92

## Properties
- LUMO energy (eV) = -14.38
- net charge = +9
- total energy (eV) = -89711.7114
- maximum force (eV/A) = 3.7
- HOMO-LUMO gap (eV) = 7.16

Atomic partial charges in e from the Mulliken method, atoms 1 to 4: B 0.509; F -0.410; F -0.326; F -0.424



2.
The following is a DFT calculation (ωB97M-V with the def2-TZVPD basis set) of a structure of composition C60H71F15Ge2N4O4PSSi3Ti in a non-equilibrium geometry.

Geometry (Å):
Ti  0.45  -1.21  -0.84
C  -3.77  1.14  -3.30
N  -3.13  -0.10  -2.84
C  -3.77  -1.37  -3.20
C  -1.99  -0.06  -2.18
O  -1.44  -1.08  -1.70
C  -1.30  1.26  -2.03
O  0.05  0.96  -1.70
C  1.05  1.44  -2.57
C  2.01  0.29  -2.80
O  1.67  -0.86  -2.41
N  3.15  0.52  -3.40
C  4.20  -0.51  -3.45
C  3.47  1.85  -3.94
H  -4.81  0.91  -3.53
H  -3.75  1.91  -2.54
H  -3.30  1.51  -4.21
H  -4.74  -1.45  -2.69
H  -3.93  -1.38  -4.27
H  -3.14  -2.19  -2.91
H  -1.36  1.86  -2.93
H  -1.70  1.85  -1.20
H  0.63  1.75  -3.53
H  1.54  2.31  -2.12
H  3.94  -1.32  -2.79
H  4.30  -0.90  -4.47
H  5.14  -0.06  -3.14
H  2.62  2.27  -4.48
H  3.77  2.55  -3.15
H  4.30  1.74  -4.64
O  2.26  -2.79  -0.29
C  1.13  -2.72  0.21
C  0.67  -3.35  1.47
C  1.38  -4.37  2.08
C  0.90  -4.95  3.24
C  -0.30  -4.50  3.79
C  -0.96  -3.42  3.22
C  -0.47  -2.81  2.07
P  -0.93  -1.12  1.46
C  -0.34  -0.18  2.96
C  0.72  0.71  2.94
C  1.20  1.28  4.11
C  0.61  0.97  5.33
C  -0.51  0.15  5.35
C  -0.99  -0.41  4.18
C  -2.71  -0.81  1.69
C  -3.10  0.52  1.49
C  -4.39  0.92  1.77
C  -5.32  0.00  2.26
C  -4.94  -1.33  2.41
C  -3.65  -1.74  2.13
H  2.31  -4.70  1.63
H  1.46  -5.74  3.73
H  -0.70  -4.96  4.68
H  -1.85  -3.05  3.72
H  1.16  0.99  2.00
H  2.04  1.97  4.07
H  1.01  1.39  6.25
H  -1.02  -0.05  6.29
H  -1.89  -1.01  4.22
H  -2.37  1.26  1.15
H  -4.68  1.96  1.63
H  -6.32  0.31  2.52
H  -5.67  -2.06  2.76
H  -3.38  -2.78  2.24
F  1.48  6.21  3.16
C  0.64  5.46  3.88
C  -0.40  4.77  3.28
C  -1.17  3.97  4.12
F  -2.15  3.22  3.60
C  -0.96  3.90  5.47
F  -1.73  3.13  6.25
C  0.08  4.61  6.03
F  0.32  4.51  7.33
C  0.89  5.38  5.24
F  1.91  6.05  5.78
Ge  -0.80  4.73  1.34
S  -0.38  2.84  0.49
C  0.11  6.32  0.56
C  1.22  6.26  -0.25
F  1.72  5.09  -0.67
C  1.89  7.39  -0.69
F  2.97  7.28  -1.47
C  1.43  8.63  -0.33
F  2.06  9.72  -0.74
C  0.31  8.74  0.47
F  -0.14  9.94  0.82
C  -0.32  7.59  0.90
F  -1.38  7.75  1.71
C  -2.73  5.22  1.14
C  -3.28  5.05  -0.12
F  -2.49  4.70  -1.16
C  -4.62  5.20  -0.39
F  -5.10  5.00  -1.62
C  -5.48  5.54  0.63
F  -6.78  5.67  0.40
C  -4.97  5.76  1.90
F  -5.80  6.10  2.88
C  -3.62  5.61  2.13
F  -3.21  5.88  3.38
C  3.99  2.98  0.32
C  4.44  1.62  -0.20
N  4.34  0.55  0.78
C  5.52  0.30  1.63
C  5.53  1.06  2.95
C  3.23  -0.19  0.89
C  3.25  -1.28  1.93
N  2.15  0.00  0.17
H  4.06  3.73  -0.47
H  4.61  3.31  1.15
H  2.95  2.95  0.66
H  5.48  1.68  -0.53
H  3.85  1.34  -1.08
H  6.39  0.60  1.05
H  5.62  -0.76  1.80
H  5.59  2.14  2.79
H  6.40  0.76  3.54
H  4.63  0.86  3.54
H  3.76  -2.16  1.54
H  2.23  -1.55  2.18
H  3.74  -0.94  2.84
H  2.18  0.88  -0.33
C  1.95  -2.94  -4.63
Si  0.15  -2.98  -4.10
C  -0.70  -4.21  -5.23
C  -0.56  -1.32  -4.68
Ge  -0.10  -3.65  -1.75
Si  1.22  -5.68  -1.82
C  0.21  -6.92  -2.82
C  1.63  -6.56  -0.22
C  2.86  -5.52  -2.71
Si  -2.26  -4.65  -1.27
C  -3.05  -5.56  -2.70
C  -3.58  -3.47  -0.63
C  -1.94  -5.90  0.09
H  2.16  -3.75  -5.34
H  2.64  -3.04  -3.79
H  2.17  -2.00  -5.15
H  -0.66  -3.84  -6.26
H  -1.75  -4.38  -4.97
H  -0.20  -5.19  -5.20
H  -0.11  -1.09  -5.66
H  -0.32  -0.49  -4.00
H  -1.64  -1.36  -4.81
H  -0.49  -7.48  -2.18
H  0.89  -7.65  -3.28
H  -0.37  -6.45  -3.62
H  0.86  -6.45  0.55
H  2.58  -6.20  0.19
H  1.75  -7.63  -0.43
H  2.73  -5.35  -3.79
H  3.43  -6.45  -2.59
H  3.47  -4.70  -2.31
H  -3.11  -4.96  -3.62
H  -4.08  -5.83  -2.41
H  -2.51  -6.48  -2.94
H  -3.99  -3.86  0.31
H  -3.21  -2.46  -0.43
H  -4.41  -3.40  -1.34
H  -1.32  -6.73  -0.27
H  -2.89  -6.33  0.44
H  -1.43  -5.45  0.95

## Properties
- LUMO energy (eV) = -2.96
- net charge = +1
- total energy (eV) = -298186.6219
- maximum force (eV/A) = 1.1
- HOMO-LUMO gap (eV) = 6.72

Atomic partial charges in e from the Mulliken method, atoms 1 to 4: Ti -2.547; C -1.177; N 0.693; C -0.924